Entry 1:
{"formula": "C7H9N", "method": "the ωB97M-V functional and the def2-TZVPD basis", "homo_lumo_gap_ha": 0.3314, "species": ["C", "C", "C", "C", "C", "C", "C", "N", "H", "H", "H", "H", "H", "H", "H", "H", "H"], "positions_angstrom": [[-1.15792, -1.33027, -0.11164], [-1.93984, -0.29049, -0.34577], [-1.26531, 1.10967, 0.09335], [0.33254, 1.26700, -0.20626], [1.74132, 0.49661, -0.66916], [1.69150, -0.95505, 0.32080], [0.11364, -0.80765, 0.14366], [-0.05507, 0.46772, 0.87160], [-1.20434, -2.30648, -0.18445], [-2.98603, -0.36466, -0.67246], [-1.52470, 2.15172, 0.65014], [0.45487, 2.35651, 0.03029], [2.63549, 0.78940, -0.01235], [1.78892, 0.33210, -1.59395], [2.22018, -1.93173, -0.16777], [1.76451, -0.83781, 1.37189], [0.14109, -0.40208, -0.87237]]}

=====

Entry 2:
{"formula": "C29H61NO15", "method": "the ωB97M-V functional and the def2-TZVPD basis", "homo_lumo_gap_ha": 0.2449, "species": ["O", "C", "C", "C", "O", "C", "O", "C", "C", "O", "H", "H", "H", "H", "C", "N", "C", "C", "O", "H", "H", "H", "H", "H", "H", "H", "C", "O", "C", "C", "O", "C", "H", "H", "H", "H", "H", "H", "H", "H", "H", "H", "C", "O", "C", "C", "O", "C", "H", "H", "H", "H", "H", "H", "H", "H", "H", "H", "C", "O", "C", "C", "O", "C", "H", "H", "H", "H", "H", "H", "H", "H", "H", "H", "C", "O", "C", "C", "O", "C", "H", "H", "H", "H", "H", "H", "H", "H", "H", "H", "C", "O", "C", "C", "O", "C", "H", "H", "H", "H", "H", "H", "H", "H", "H", "H"], "positions_angstrom": [[-10.99696, 38.52942, 6.03970], [-10.73775, 37.36564, 5.72281], [-10.30400, 36.35731, 6.74554], [-10.22231, 35.04930, 6.44226], [-9.83420, 34.20298, 7.45297], [-10.49902, 34.44012, 5.08888], [-10.38822, 33.28016, 4.61028], [-10.91873, 35.46589, 4.14044], [-11.06348, 36.78873, 4.41855], [-11.22685, 37.69996, 3.40281], [-10.24984, 36.71026, 7.76480], [-9.63564, 33.32763, 7.11248], [-11.01150, 35.15597, 3.11004], [-11.29864, 38.58952, 3.75654], [-10.43855, 31.68974, 1.95668], [-10.15899, 30.43913, 1.40368], [-8.74805, 30.24448, 1.03418], [-11.12074, 29.53279, 1.38704], [-11.01982, 28.36788, 1.02658], [-11.43103, 31.86005, 2.37392], [-9.99789, 32.50187, 1.37845], [-9.74904, 31.66376, 2.80048], [-8.46223, 29.19278, 1.05223], [-8.75205, 30.58692, -0.00063], [-8.06857, 30.80708, 1.67441], [-12.07997, 29.93681, 1.74598], [-14.49425, 34.24351, -3.97185], [-13.39582, 33.40423, -4.50796], [-13.38714, 31.99973, -3.94653], [-12.07998, 31.30834, -4.21072], [-10.98416, 31.82027, -3.43661], [-11.03805, 31.65856, -2.04518], [-15.43937, 33.71353, -4.09011], [-14.61991, 35.30330, -4.19356], [-14.50365, 34.14366, -2.88648], [-14.13892, 31.34253, -4.38360], [-13.63188, 31.91637, -2.88765], [-11.71026, 31.34759, -5.23536], [-12.15293, 30.25128, -3.95498], [-11.89547, 32.10379, -1.54050], [-10.25301, 32.18328, -1.50068], [-11.22494, 30.64692, -1.68497], [-3.37288, 26.68140, 1.01023], [-4.35138, 27.57381, 0.54113], [-4.74810, 28.68849, 1.44273], [-5.54061, 28.28673, 2.72010], [-6.65679, 27.46104, 2.27721], [-7.72727, 27.40698, 3.17400], [-3.08269, 26.06458, 0.15969], [-3.71587, 26.06220, 1.83911], [-2.48070, 27.23608, 1.30083], [-5.25774, 29.48381, 0.89881], [-3.82783, 29.21856, 1.68815], [-6.02821, 29.12890, 3.21111], [-4.88634, 27.64428, 3.30942], [-8.40254, 28.26146, 3.21813], [-7.41030, 27.28415, 4.20964], [-8.44397, 26.62366, 2.92734], [-7.17364, 34.02717, 0.96530], [-8.12669, 34.30216, -0.08710], [-8.46272, 35.66890, -0.18206], [-9.71906, 35.97304, -0.99353], [-9.56594, 35.64773, -2.39867], [-10.83335, 35.58638, -3.12168], [-6.14522, 34.34179, 0.78788], [-7.21121, 32.95313, 1.14733], [-7.41817, 34.53093, 1.90046], [-7.72579, 36.21799, -0.76818], [-8.57367, 36.21818, 0.75286], [-10.11680, 36.96284, -0.76949], [-10.42938, 35.35912, -0.43979], [-11.54322, 36.41291, -3.08976], [-11.45507, 34.72829, -2.86626], [-10.53336, 35.55281, -4.16905], [-5.65123, 31.22567, -1.77349], [-4.73194, 31.27540, -2.78814], [-5.27891, 31.17264, -4.07719], [-4.15324, 31.52932, -5.07993], [-3.61767, 32.81989, -4.87424], [-4.48361, 33.78673, -5.51903], [-6.28058, 32.11303, -1.84144], [-5.30445, 31.42589, -0.75971], [-6.29415, 30.35512, -1.64355], [-6.16780, 31.80275, -4.10748], [-5.55663, 30.13135, -4.24053], [-4.40555, 31.43053, -6.13572], [-3.37773, 30.81739, -4.79737], [-4.46223, 33.69017, -6.60453], [-4.15596, 34.81134, -5.34314], [-5.52609, 33.74202, -5.20383], [-14.01408, 32.93715, 4.33275], [-13.69872, 31.77627, 3.67066], [-13.87191, 30.53226, 4.41617], [-15.29900, 30.05226, 4.60938], [-16.04893, 30.76181, 5.63555], [-17.28433, 30.22713, 6.14572], [-15.00229, 32.84586, 4.78352], [-14.00481, 33.64045, 3.50004], [-13.32434, 33.19051, 5.13783], [-13.33114, 30.64102, 5.35630], [-13.29884, 29.72557, 3.95907], [-15.29015, 28.97444, 4.77163], [-15.88751, 30.21571, 3.70659], [-18.20497, 30.29197, 5.56580], [-17.45120, 30.84509, 7.02798], [-17.11065, 29.19922, 6.46406]]}

=====

Entry 3:
{"formula": "C22H32N2O2S", "method": "the ωB97M-V functional and the def2-TZVPD basis", "homo_lumo_gap_ha": 0.2744, "species": ["C", "C", "C", "C", "C", "C", "C", "C", "C", "C", "N", "C", "C", "C", "S", "C", "C", "C", "N", "C", "C", "C", "C", "O", "C", "C", "O", "H", "H", "H", "H", "H", "H", "H", "H", "H", "H", "H", "H", "H", "H", "H", "H", "H", "H", "H", "H", "H", "H", "H", "H", "H", "H", "H", "H", "H", "H", "H", "H"], "positions_angstrom": [[5.97411, -2.08171, -0.20228], [4.88435, -1.14339, -0.97262], [3.43489, -1.83107, -0.79603], [2.50106, -1.04898, 0.25248], [3.16066, -0.97772, 1.75150], [1.96835, -0.70822, 2.79729], [1.42424, 0.80452, 2.81824], [0.12226, 1.06432, 1.90572], [-1.17255, 0.20950, 2.32385], [-1.90519, -0.29261, 0.96353], [-1.18617, -1.26928, 0.21007], [-1.95402, -1.61416, -0.95660], [-1.34144, -2.72869, -1.90538], [-2.04330, -3.24419, -3.19031], [-1.21911, -4.58657, -4.20470], [-3.42322, -2.62865, -3.60718], [-4.04683, -1.55042, -2.66914], [-3.33081, -1.03467, -1.35420], [-4.00527, -0.01725, -0.59261], [-3.27592, 0.34708, 0.57874], [-3.97308, 1.47085, 1.51949], [-3.14797, 2.84309, 1.59205], [-3.11137, 3.66844, 0.21569], [-2.38478, 2.99526, -0.84958], [-1.42770, 3.84169, -1.47264], [-0.01611, 3.13479, -1.84962], [-1.59569, 5.04799, -1.77996], [6.86757, -1.45888, 0.15149], [6.27278, -2.94024, -0.91378], [5.41301, -2.54844, 0.68546], [4.85567, -0.13771, -0.42548], [5.19951, -0.99750, -2.06094], [3.52114, -2.96340, -0.56726], [2.90461, -1.76781, -1.81990], [2.42217, 0.04777, -0.10494], [1.45834, -1.50477, 0.38728], [4.01584, -0.20623, 1.80851], [3.66872, -2.01123, 1.88946], [1.15615, -1.49423, 2.61248], [2.40209, -0.91149, 3.85450], [2.27783, 1.53231, 2.52214], [1.16081, 1.08003, 3.91050], [0.40911, 0.71695, 0.83645], [-0.04223, 2.19610, 1.85133], [-1.88347, 0.72456, 3.05141], [-0.84076, -0.77168, 2.84601], [-0.32486, -3.18728, -1.64364], [0.14440, -4.27750, -4.17553], [-3.97522, -2.94102, -4.55426], [-5.04871, -1.09279, -2.97456], [-5.01730, 1.69856, 1.07702], [-4.15112, 0.96177, 2.52892], [-2.07486, 2.74099, 1.97780], [-3.69928, 3.52113, 2.35557], [-2.69259, 4.71640, 0.47504], [-4.17955, 3.86401, -0.19282], [0.57284, 2.81445, -0.92001], [0.57577, 3.77477, -2.58630], [-0.27781, 2.15244, -2.40773]]}

=====

Entry 4:
{"formula": "C3H8N2O2", "method": "the ωB97M-V functional and the def2-TZVPD basis", "homo_lumo_gap_ha": 0.3684, "species": ["N", "C", "N", "C", "C", "O", "O", "H", "H", "H", "H", "H", "H", "H", "H"], "positions_angstrom": [[1.18447, -1.03017, -1.32951], [0.62028, -0.14741, -0.34655], [0.80760, 1.22647, -0.65833], [-0.86181, -0.47049, -0.11890], [-1.22492, 0.42193, 1.04731], [-1.89880, 1.42421, 0.93236], [-0.93721, -0.11652, 2.25124], [2.18301, -0.89801, -1.44272], [0.98748, -2.00420, -1.14003], [0.97081, -0.24062, 0.80152], [0.03888, 1.61629, -1.19611], [1.76549, 1.45587, -0.89297], [-1.44310, -0.22383, -1.00755], [-0.98603, -1.51799, 0.15441], [-1.20615, 0.50449, 2.94582]]}

=====

Entry 5:
{"formula": "C11H28Ba2F3LiN3O10S", "method": "the ωB97M-V functional and the def2-TZVPD basis", "total_charge": 3, "homo_lumo_gap_ha": 0.1201, "species": ["Li", "Ba", "Ba", "N", "O", "O", "O", "C", "F", "F", "F", "S", "O", "O", "O", "C", "C", "C", "O", "C", "N", "H", "H", "H", "H", "H", "H", "H", "H", "H", "H", "H", "C", "C", "C", "O", "C", "N", "H", "H", "H", "H", "H", "H", "H", "H", "H", "H", "H", "C", "C", "O", "O", "H", "H", "H", "H", "H", "H"], "positions_angstrom": [[-2.55837, -0.83873, 2.19126], [-3.19563, 5.86817, -0.45241], [-5.39476, -1.75365, -4.40830], [-1.64568, 1.07855, -1.63298], [-2.01560, 0.34326, -2.52672], [-1.38081, 2.26846, -1.90987], [-1.55350, 0.71678, -0.46566], [-8.04675, 1.86721, 1.20618], [-7.99890, 2.13261, 2.44827], [-8.89384, 0.86529, 0.90837], [-8.32544, 3.04346, 0.63161], [-6.29290, 1.33315, 0.40908], [-5.46938, 2.57141, 0.23135], [-5.70206, 0.39350, 1.38776], [-6.52977, 0.63792, -0.92392], [1.79961, -3.28873, -1.81362], [2.75650, -4.45165, -1.61901], [3.00095, -4.79018, -0.14682], [3.84196, -5.85469, -0.00957], [5.19689, -5.52146, -0.22526], [2.33039, -5.62015, -2.33597], [1.37584, -3.16045, -2.80964], [2.21843, -2.31004, -1.57938], [0.95883, -3.43708, -1.13599], [3.70861, -4.11518, -2.02933], [2.07054, -5.21352, 0.23163], [3.34450, -3.94816, 0.45407], [5.89330, -6.21161, 0.25097], [5.49647, -4.48462, -0.07265], [5.31459, -5.54579, -1.30861], [2.69255, -5.43494, -3.26044], [2.93610, -6.28878, -1.88195], [0.98594, -0.83787, 5.53282], [0.81496, 0.42791, 4.59617], [1.62626, 0.36632, 3.23639], [3.06542, 0.39890, 3.26375], [3.65112, 1.20817, 4.15259], [-0.65448, 0.61618, 4.37984], [2.03293, -1.12592, 5.43826], [0.50518, -1.74255, 5.16063], [0.68363, -0.60181, 6.55310], [1.25295, 1.24327, 5.17189], [1.46904, 1.32510, 2.74230], [1.39725, -0.42456, 2.52213], [4.71859, 1.15684, 3.93813], [3.46264, 0.88171, 5.17533], [3.25685, 2.21938, 4.05205], [-0.66408, 1.59479, 4.13020], [-0.98828, 0.67802, 5.33108], [0.18838, 4.93394, -5.31350], [-0.94506, 5.97452, -5.71127], [-1.89227, 5.90946, -4.61403], [-0.25044, 3.58202, -5.49644], [0.36458, 5.01771, -4.24109], [1.08408, 5.19727, -5.87605], [-1.37397, 5.76720, -6.69166], [-0.51988, 6.97805, -5.69520], [-2.46319, 5.15966, -4.79693], [-0.74065, 3.24571, -4.74267]]}

=====

Entry 6:
{"formula": "C25H43NO9", "method": "the ωB97M-V functional and the def2-TZVPD basis", "homo_lumo_gap_ha": 0.3107, "species": ["C", "C", "C", "C", "C", "C", "C", "C", "C", "N", "O", "H", "H", "H", "H", "H", "H", "H", "H", "H", "H", "H", "H", "H", "H", "H", "H", "H", "H", "H", "O", "C", "C", "C", "C", "O", "H", "H", "H", "H", "H", "H", "O", "C", "C", "C", "C", "O", "H", "H", "H", "H", "H", "H", "O", "C", "C", "C", "C", "O", "H", "H", "H", "H", "H", "H", "O", "C", "C", "C", "C", "O", "H", "H", "H", "H", "H", "H"], "positions_angstrom": [[-2.54851, 5.01859, 1.47983], [-1.90730, 3.94027, 0.67513], [-2.61762, 2.59253, 1.10517], [-2.17770, 4.32836, -0.85914], [-1.24078, 5.29543, -1.38199], [0.19517, 4.89524, -1.10461], [0.58499, 4.68752, 0.34095], [1.93073, 3.92365, 0.36164], [0.75992, 6.13709, 1.22840], [-0.45619, 3.78402, 0.86912], [-0.27354, 3.56934, 2.23435], [-2.11419, 5.98509, 1.22421], [-3.60002, 4.99091, 1.19406], [-2.61067, 4.73443, 2.53031], [-2.71149, 2.48490, 2.18576], [-3.65688, 2.62871, 0.77848], [-2.08469, 1.73118, 0.70250], [-2.05228, 3.46314, -1.51011], [-3.22979, 4.58287, -0.98741], [-1.29590, 5.45087, -2.45944], [-1.50420, 6.32403, -1.13569], [0.78602, 5.70789, -1.52722], [0.38486, 4.00301, -1.70131], [2.81342, 4.52279, 0.13807], [1.81738, 3.04136, -0.26830], [2.15381, 3.45450, 1.31989], [1.68549, 6.59144, 0.87484], [0.93199, 5.93842, 2.28623], [-0.01357, 6.88377, 1.04877], [-0.40063, 2.61779, 2.23628], [2.48509, -3.01458, -4.37359], [2.94667, -3.84602, -3.61639], [2.32145, -4.60290, -2.36236], [3.62628, -4.81251, -1.48403], [4.73976, -4.91038, -2.49124], [4.30161, -4.22328, -3.63855], [1.40379, -4.17282, -1.96105], [2.03505, -5.60718, -2.67459], [3.93899, -4.01784, -0.80666], [3.58016, -5.69505, -0.84600], [5.61171, -4.53265, -1.95726], [4.86214, -5.94946, -2.79692], [-3.47793, -1.14257, -0.56224], [-4.56818, -0.71136, -0.92854], [-5.74720, -1.58765, -1.17407], [-6.71327, -0.63319, -0.58230], [-6.17822, 0.69644, -0.92681], [-4.83978, 0.55905, -0.82827], [-5.79678, -1.83351, -2.23482], [-5.79333, -2.56500, -0.69370], [-7.65593, -0.83069, -1.09270], [-6.88293, -0.93133, 0.45231], [-6.41797, 1.01671, -1.94073], [-6.43168, 1.51254, -0.25019], [3.57925, 0.10539, -1.15194], [2.38406, -0.18445, -1.19829], [1.67313, -1.29737, -0.44978], [0.21283, -1.20424, -0.94408], [0.12138, 0.20420, -1.56587], [1.43481, 0.58297, -1.85474], [2.00322, -2.32773, -0.58209], [1.55611, -1.09975, 0.61575], [0.22725, -1.86151, -1.81349], [-0.58394, -1.26999, -0.20316], [-0.53703, 0.31372, -2.42761], [-0.14689, 0.71888, -0.64324], [1.65507, -4.37917, 1.48315], [2.43380, -4.88108, 2.28136], [2.85562, -4.38667, 3.64300], [3.87943, -5.34188, 4.11233], [3.77892, -6.58253, 3.16960], [3.06409, -6.16084, 2.04001], [3.24736, -3.37322, 3.55600], [1.95329, -4.33250, 4.25205], [4.88349, -4.93038, 4.00908], [3.44694, -5.64339, 5.06633], [4.76782, -6.81203, 2.77274], [3.21268, -7.33032, 3.72483]]}

=====

| no. | highest occupied orbital energy (eV) |
| --- | --- |
| 1 | -7.947 |
| 2 | -8.893 |
| 3 | -8.330 |
| 4 | -9.244 |
| 5 | -13.369 |
| 6 | -7.976 |